{
  "formula": "C28H54ClOPSiV",
  "method": "the ωB97M-V functional and the def2-TZVPD basis",
  "species": ["V", "Cl", "P", "Si", "O", "C", "C", "C", "C", "C", "C", "C", "C", "C", "C", "C", "C", "C", "C", "C", "C", "C", "C", "C", "C", "C", "C", "C", "C", "C", "C", "C", "C", "H", "H", "H", "H", "H", "H", "H", "H", "H", "H", "H", "H", "H", "H", "H", "H", "H", "H", "H", "H", "H", "H", "H", "H", "H", "H", "H", "H", "H", "H", "H", "H", "H", "H", "H", "H", "H", "H", "H", "H", "H", "H", "H", "H", "H", "H", "H", "H", "H", "H", "H", "H", "H", "H"],
  "xyz": [[-1.550, 2.549, 1.466], [-1.976, 4.542, 0.631], [0.105, -0.672, -0.591], [1.000, 2.898, 3.401], [-0.080, 2.147, 2.438], [-0.234, 1.571, -2.801], [-0.311, -2.180, -1.631], [-1.455, 0.033, 0.310], [-3.535, 1.602, 0.422], [-0.682, -3.479, -0.899], [-2.246, 1.179, -0.348], [2.688, -2.894, 2.806], [-0.754, -4.637, -1.902], [0.949, 3.764, -3.321], [-4.388, 0.392, 0.867], [1.448, 0.070, -1.677], [0.468, -1.888, 2.016], [0.134, 4.282, 4.338], [-1.509, -2.997, -3.713], [2.214, 3.050, -2.846], [1.412, -2.141, 3.199], [2.407, 3.648, 2.384], [2.253, 1.638, -3.439], [1.187, -1.209, 0.840], [1.069, 0.765, -2.943], [-3.541, -0.691, 1.529], [-1.354, -1.845, -2.708], [-1.732, -4.361, -3.049], [2.403, -2.043, 0.400], [-2.411, -1.135, 0.601], [-0.330, 3.017, -2.850], [3.371, -2.317, 1.563], [1.671, 1.496, 4.466], [2.972, -1.539, -0.390], [1.543, -0.223, 1.201], [1.952, 0.772, -0.985], [3.107, 3.614, -3.144], [-1.641, -5.151, -3.803], [0.251, -4.801, -2.315], [1.673, -1.172, 3.648], [2.223, 3.000, -1.750], [0.645, -2.374, -2.150], [4.154, -3.003, 1.216], [-2.760, -4.409, -2.668], [0.925, 4.802, -2.971], [2.064, -3.003, -0.023], [2.403, 0.905, 3.900], [2.178, -0.726, -1.909], [3.391, -2.886, 3.647], [-4.144, 2.212, -0.257], [-0.600, -3.043, -4.328], [-1.029, 0.419, 1.277], [0.867, 0.001, -3.719], [3.211, 1.154, -3.206], [-2.328, -1.634, -2.239], [3.873, -1.376, 1.827], [0.868, -2.710, 3.965], [-1.605, 2.062, -0.580], [0.828, 4.772, 5.031], [-2.340, -2.767, -4.390], [2.008, 4.304, 1.599], [0.857, 0.822, 4.763], [2.162, 1.870, 5.372], [-1.040, -5.555, -1.376], [-0.721, 3.904, 4.913], [-1.067, -0.937, -3.254], [-4.158, -1.565, 1.771], [3.082, 4.241, 3.014], [2.431, -3.945, 2.617], [-1.162, 0.995, -2.756], [-5.168, 0.726, 1.562], [0.051, -2.852, 1.686], [-1.903, -1.993, 1.063], [-3.372, 2.251, 1.324], [-1.658, -3.371, -0.405], [-0.249, 5.039, 3.639], [-2.838, -1.484, -0.354], [-0.374, -1.281, 2.375], [-4.903, -0.031, -0.005], [0.048, -3.718, -0.112], [-1.168, 3.268, -3.523], [-3.127, -0.332, 2.483], [0.940, 3.791, -4.419], [2.166, 1.702, -4.531], [3.000, 2.861, 1.900], [-2.580, 0.815, -1.328], [-0.630, 3.426, -1.862]],
  "forces_ev_per_a": [[-0.36, -0.67, 0.15], [-0.46, 1.72, -0.69], [0.24, 0.35, -0.85], [-0.56, -0.24, -0.62], [1.71, -0.10, 0.84], [1.08, -2.60, 0.48], [-0.06, 0.20, 0.30], [0.33, -0.12, 0.49], [-0.17, -0.55, -0.44], [-0.19, -0.11, 0.03], [-0.54, -0.41, -0.34], [-0.14, -0.10, -0.07], [0.08, 0.13, 0.00], [-0.57, -0.34, 0.14], [0.30, 0.28, 0.25], [0.53, -0.10, 1.26], [-0.12, -0.21, 0.15], [0.20, -0.06, 0.25], [0.19, 0.02, 0.11], [-0.15, -0.03, -0.13], [0.10, 0.23, -0.04], [0.01, -0.03, 0.10], [-0.29, -0.19, 0.12], [-0.18, 0.32, 0.01], [-1.85, 1.11, -0.87], [-0.10, -0.07, 0.02], [-0.13, 0.05, -0.25], [-0.10, 0.07, 0.05], [0.20, -0.15, -0.04], [-0.01, -0.18, 0.16], [-0.44, 1.61, 0.14], [-0.13, 0.17, 0.09], [0.20, 0.20, 0.40], [-0.22, -0.14, 0.24], [-0.05, -0.23, -0.04], [-0.17, -0.02, -0.23], [-0.05, -0.09, 0.00], [-0.07, 0.04, 0.07], [-0.06, -0.02, 0.01], [-0.03, -0.21, -0.11], [-0.04, 0.02, -0.05], [-0.17, 0.16, 0.14], [-0.07, 0.11, 0.06], [0.07, 0.01, 0.04], [-0.01, -0.13, -0.01], [0.03, 0.18, 0.11], [-0.07, 0.16, 0.05], [0.00, -0.25, 0.18], [-0.09, -0.07, -0.10], [0.27, 0.08, 0.08], [-0.08, 0.02, 0.06], [-0.05, -0.77, -0.70], [0.51, -0.25, 0.12], [-0.06, -0.02, -0.05], [0.26, -0.08, -0.11], [-0.10, -0.07, -0.02], [0.12, 0.15, -0.09], [0.14, -0.27, -0.07], [-0.07, 0.07, 0.01], [0.15, -0.06, 0.04], [0.01, -0.14, 0.17], [0.08, 0.22, -0.04], [0.04, -0.17, -0.02], [0.06, 0.06, -0.10], [0.17, 0.02, -0.14], [-0.10, -0.16, 0.16], [-0.04, 0.07, -0.04], [-0.04, -0.06, -0.08], [0.02, 0.04, -0.02], [0.32, 0.10, -0.46], [0.08, 0.07, -0.07], [0.09, 0.22, 0.11], [-0.06, 0.34, -0.19], [-0.69, -0.31, 0.15], [0.25, -0.08, -0.16], [0.12, -0.24, 0.06], [0.04, 0.06, 0.33], [0.26, -0.09, -0.10], [0.11, 0.03, 0.00], [-0.20, 0.05, -0.29], [0.18, 0.51, 0.09], [-0.03, 0.06, -0.27], [0.18, -0.02, 0.02], [0.13, 0.08, 0.12], [-0.09, 0.11, 0.05], [0.17, 0.36, 0.07], [0.18, 0.34, -0.17]],
  "lowdin_charge": [0.147, -0.066, 1.222, 0.251, -0.511, -0.193, -0.357, -0.348, -0.259, -0.205, -0.268, -0.203, -0.198, -0.203, -0.199, -0.280, -0.196, -0.186, -0.190, -0.213, -0.186, -0.176, -0.181, -0.360, -0.432, -0.208, -0.194, -0.207, -0.200, -0.225, -0.298, -0.195, -0.179, 0.090, 0.126, 0.100, 0.098, 0.103, 0.113, 0.086, 0.106, 0.119, 0.107, 0.111, 0.099, 0.110, 0.010, 0.069, 0.106, 0.115, 0.114, 0.061, 0.099, 0.098, 0.106, 0.115, 0.113, 0.049, 0.016, 0.110, 0.028, 0.024, 0.019, 0.108, 0.021, 0.086, 0.106, 0.019, 0.108, 0.015, 0.102, 0.098, 0.083, 0.013, 0.101, 0.026, 0.100, 0.104, 0.111, 0.087, 0.093, 0.102, 0.098, 0.107, 0.016, 0.116, 0.053],
  "gap_ha": [0.1482, 0.0997],
  "de_lowest_kcal_mol": 0.0,
  "e_tot_ev": -87336.221,
  "s2": 2.42,
  "charge": -1,
  "homo_ev": [-1.801, -0.456],
  "spin_multiplicity": 3
}



{
  "formula": "C27H54F7Hf2O11P",
  "method": "the ωB97M-V functional and the def2-TZVPD basis",
  "species": ["Hf", "Hf", "P", "F", "F", "F", "F", "F", "F", "F", "O", "O", "O", "O", "O", "O", "O", "O", "O", "O", "O", "C", "C", "C", "C", "C", "C", "C", "C", "C", "C", "C", "C", "C", "C", "C", "C", "C", "C", "C", "C", "C", "C", "C", "C", "C", "C", "C", "H", "H", "H", "H", "H", "H", "H", "H", "H", "H", "H", "H", "H", "H", "H", "H", "H", "H", "H", "H", "H", "H", "H", "H", "H", "H", "H", "H", "H", "H", "H", "H", "H", "H", "H", "H", "H", "H", "H", "H", "H", "H", "H", "H", "H", "H", "H", "H", "H", "H", "H", "H", "H", "H"],
  "xyz": [[-0.004, 0.603, 0.281], [3.818, 2.635, 2.291], [0.792, 4.132, 0.714], [1.186, 4.972, -0.612], [4.326, 2.854, 0.029], [-0.927, 0.884, -1.864], [-0.858, 1.032, 2.419], [-0.134, 5.123, 1.577], [2.009, 1.236, 1.467], [1.212, -1.038, -0.807], [-2.487, 1.646, 0.219], [-4.872, 0.793, 5.405], [0.584, -1.340, 1.883], [2.117, 3.971, 1.456], [4.618, 0.187, 1.090], [1.013, -1.940, -6.240], [-1.369, -5.338, -2.014], [0.043, 2.881, 0.345], [1.655, 1.712, -1.377], [2.060, 2.743, 3.979], [-1.769, -1.035, 0.299], [0.135, -1.216, -5.810], [-2.312, -2.024, -0.225], [0.550, 1.752, 5.579], [0.340, -5.408, -3.623], [2.460, 0.852, -3.418], [5.294, -0.191, -1.213], [-4.254, 2.473, 3.803], [2.033, 1.962, -2.514], [-0.209, -5.017, -2.249], [-0.425, -1.261, -4.389], [-3.270, 2.416, -0.306], [-4.544, 1.917, -0.931], [-4.339, 1.072, 4.342], [-2.649, -3.252, 0.606], [-2.777, -1.910, -1.655], [-3.727, -0.063, 3.527], [2.397, 3.377, -2.993], [4.537, -2.053, 0.423], [0.988, -2.260, 2.574], [0.600, -2.278, 4.027], [4.797, -0.597, 0.125], [1.026, 2.855, 4.691], [1.897, -3.293, 2.006], [-0.368, -0.160, -6.686], [-2.958, 3.884, -0.414], [0.688, -4.406, -1.224], [0.150, 4.092, 4.577], [-2.468, -3.017, 1.655], [0.222, -1.279, 4.244], [-2.647, 0.055, 3.431], [-1.408, 0.102, -6.492], [-1.970, -4.057, 0.324], [5.228, -2.680, -0.140], [-3.852, 4.458, -0.658], [-0.095, 4.443, 5.580], [-5.283, 2.711, -0.829], [-1.504, -1.411, -4.417], [-2.690, 4.190, 0.598], [-0.469, -5.607, -4.326], [-5.164, 3.023, 4.040], [-0.005, 1.106, 4.899], [-0.003, -2.041, -3.755], [-2.197, 4.060, -1.174], [-0.260, -0.311, -3.880], [3.524, -2.357, 0.159], [-4.136, -0.068, 2.516], [1.107, -5.251, -0.678], [1.798, -3.296, 0.921], [-0.194, -2.966, 4.318], [5.612, 0.852, -1.229], [1.599, -4.301, 2.298], [-0.128, 2.015, 6.391], [-4.500, 1.775, -2.011], [-4.918, 0.976, -0.527], [1.451, -2.526, 4.662], [1.086, -6.198, -3.693], [-3.854, -1.025, 4.024], [0.192, 0.758, -6.506], [-3.620, -2.588, -1.786], [2.466, -0.155, -3.000], [4.706, -2.229, 1.486], [0.016, -3.806, -0.611], [4.573, -0.504, -1.969], [-2.024, -2.230, -2.376], [0.601, 4.893, 3.992], [2.996, 3.412, -3.903], [0.860, -4.535, -4.018], [-0.782, 3.877, 4.055], [2.956, 3.828, -2.173], [1.791, 0.892, -4.278], [1.523, -3.854, -1.654], [3.448, 1.083, -3.815], [-0.278, -0.404, -7.745], [-4.305, 2.425, 2.715], [2.956, -3.071, 2.134], [-3.685, -3.548, 0.448], [1.368, 1.129, 5.942], [-3.091, -0.890, -1.877], [6.196, -0.762, -1.433], [-3.309, 2.954, 4.055], [1.489, 3.971, -3.099]],
  "forces_ev_per_a": [[-1.74, -1.27, -2.20], [-8.24, -1.59, -8.84], [-0.73, -0.24, -1.82], [-1.14, -1.17, 2.74], [-0.48, 0.01, 5.38], [1.38, -0.32, 3.17], [1.64, -0.34, -2.56], [1.74, -1.45, -1.67], [2.07, 1.24, 1.09], [-1.54, 2.28, 1.79], [0.24, -0.20, 0.15], [0.40, 0.81, -0.84], [-0.01, 0.55, -0.33], [2.39, -0.82, 1.60], [0.05, 0.64, 0.23], [-0.29, -0.19, 0.87], [0.95, 1.06, 0.52], [0.84, 1.44, 0.87], [-0.52, 0.79, 0.30], [2.08, -0.32, -0.54], [1.21, -0.40, 0.12], [0.92, -0.93, 0.39], [-0.22, 1.12, -0.03], [0.68, -0.21, -0.29], [0.16, 1.21, -0.26], [-0.21, 0.02, -0.57], [0.49, 0.13, 0.43], [-0.71, -0.18, -1.00], [1.65, -0.68, 0.28], [-1.00, -2.30, -1.54], [0.13, -0.21, -0.19], [0.41, -0.74, -0.90], [-0.66, 0.39, 0.17], [-0.15, -1.57, 1.12], [0.49, 0.99, -0.02], [-0.47, -0.61, 0.35], [0.28, 0.18, 0.15], [-0.62, -0.43, 0.79], [0.63, 0.11, -0.24], [-0.21, 0.45, 0.10], [0.03, 0.38, 0.24], [-0.44, 0.31, 1.47], [-0.99, 0.53, -0.36], [-0.29, -0.59, -1.16], [-1.17, 1.27, -0.83], [-0.84, 0.00, 0.43], [-0.29, -0.01, -0.22], [0.84, -0.12, -0.12], [-0.11, 0.03, -0.02], [0.07, -0.03, 0.14], [0.10, 0.42, -0.25], [-0.08, -0.04, 0.11], [-0.22, -0.22, -0.29], [-0.04, -0.01, -0.09], [0.08, -0.04, -0.24], [-0.06, -0.03, 0.00], [-0.30, -0.19, 0.19], [-0.08, 0.10, -0.18], [0.57, 0.21, -0.17], [-0.06, -0.22, 0.33], [0.40, 0.25, 0.72], [-0.33, -0.11, -0.40], [0.26, -0.08, -0.29], [0.17, -0.01, 0.25], [-0.09, 0.14, -0.01], [-0.04, 0.37, -0.18], [0.02, -0.09, -0.06], [-0.06, 0.01, 0.31], [-0.30, 0.27, -0.04], [0.00, -0.28, -0.45], [-0.61, 0.05, -0.21], [0.41, 0.03, 0.55], [0.17, 0.40, -0.21], [0.65, 0.10, -0.12], [0.21, 0.13, 0.26], [0.10, 0.01, -0.02], [-0.15, -0.20, 0.58], [-0.49, 0.15, 0.01], [0.18, 0.09, 0.04], [-0.02, -0.02, -0.11], [-0.40, 0.26, 0.27], [-0.07, 0.09, -0.09], [0.58, 0.15, 0.32], [-0.11, 0.33, -0.06], [0.22, 0.08, 0.20], [0.30, -0.13, 0.20], [-0.24, -0.22, 0.07], [0.16, 0.21, -0.15], [-0.14, -0.55, 0.14], [0.10, 0.05, -0.03], [-0.02, -0.19, -0.25], [-0.24, 0.23, 0.05], [0.06, 0.10, -0.04], [0.21, -0.14, 0.17], [0.40, -0.13, -0.21], [-0.24, -0.23, 0.83], [0.15, -0.13, -0.10], [0.10, 0.16, 0.04], [0.33, 0.02, 0.09], [0.04, -0.31, 0.09], [-0.21, 0.12, 0.26], [-0.03, 0.00, -0.16]],
  "lowdin_charge": [2.076, 2.375, 0.449, -0.075, -0.440, -0.479, -0.511, -0.076, -0.472, -0.508, -0.056, 0.066, -0.057, -0.401, -0.090, 0.066, 0.051, -0.368, -0.086, -0.143, -0.102, -0.507, -0.375, 0.030, -0.010, -0.006, 0.019, -0.010, -0.417, -0.477, -0.023, -0.458, 0.004, -0.474, 0.027, 0.023, -0.024, 0.012, 0.009, -0.429, 0.016, -0.391, -0.346, 0.003, -0.033, -0.001, -0.029, 0.029, 0.085, 0.069, 0.045, 0.087, 0.077, 0.104, 0.085, 0.111, 0.084, 0.081, 0.082, 0.088, 0.093, 0.091, 0.067, 0.097, 0.055, 0.073, 0.077, 0.101, 0.049, 0.102, 0.090, 0.108, 0.113, 0.102, 0.089, 0.093, 0.090, 0.081, 0.088, 0.097, 0.077, 0.087, 0.059, 0.097, 0.073, 0.081, 0.091, 0.066, 0.102, 0.070, 0.090, 0.082, 0.095, 0.097, 0.062, 0.071, 0.103, 0.103, 0.087, 0.109, 0.072, 0.091],
  "gap_ha": 0.0868,
  "de_lowest_kcal_mol": 0.0,
  "e_tot_ev": -82314.590,
  "charge": 2,
  "homo_ev": -12.716
}